A cluster of 8 separate species, C20H56O16 in total in a non-equilibrium geometry, computed with wB97M-V/def2-TZVPD.

Computed properties:
Frontier orbital gap (eV): 9.99
F_max (eV/Å): 3.2
Energy (hartree): -1999.2605
SMILES string: COCCOC.COCCOC.OCCO.OCCO.OCCO.OCCO.OCCO.OCCO

Geometry (Å):
C 12.60455 15.79959 9.89119
C 13.42855 16.93161 10.48554
O 14.51123 17.32060 9.72552
O 11.49955 15.55257 10.77296
H 13.16201 14.90502 9.66267
H 12.25443 16.11362 8.86793
H 13.79602 16.71586 11.48448
H 12.80041 17.81404 10.57700
H 15.21316 16.66017 9.75223
H 10.76684 16.14889 10.55722
C 10.84932 6.78490 13.77484
C 11.54450 7.94415 13.08642
O 10.64382 8.66065 12.27286
O 9.66802 7.20205 14.40247
H 11.48209 6.27202 14.50865
H 10.54566 6.11559 13.01106
H 12.39914 7.55782 12.47954
H 11.94668 8.67787 13.75065
H 11.10270 9.47405 11.99818
H 9.23829 7.87092 13.80988
C 14.14272 10.91077 17.24025
C 14.75468 11.81835 16.15265
O 14.48914 11.30569 14.85091
O 12.79049 11.15963 17.63540
H 14.61448 10.91928 18.22454
H 14.30016 9.93226 16.77564
H 15.86878 11.82331 16.31770
H 14.33440 12.81573 16.20266
H 13.47495 11.37125 14.85159
H 12.06232 10.83369 17.03290
C 10.50101 12.31562 15.15219
C 10.04190 10.85705 14.95095
O 10.91329 9.93669 15.54396
O 11.63394 12.59046 14.39790
H 10.66977 12.39998 16.23228
H 9.64587 12.91466 14.87901
H 9.87711 10.61168 13.89061
H 9.07794 10.75816 15.51420
H 10.64441 9.04876 15.28391
H 11.79781 13.51324 14.05786
C 12.83343 16.16362 14.54111
C 14.13042 15.58176 14.71664
O 14.91477 15.54061 13.51478
O 11.89902 15.29326 13.74093
H 12.93480 17.16068 14.11361
H 12.34914 16.19054 15.52919
H 14.04394 14.53380 15.01522
H 14.63821 16.18952 15.47280
H 14.99016 14.60144 13.21972
H 12.09306 15.35697 12.81150
C 14.14135 12.27655 11.37909
C 12.65237 12.15262 11.25826
O 12.19785 11.10934 12.19078
O 14.47524 12.89164 12.64848
H 14.61564 12.90879 10.61228
H 14.56768 11.24158 11.42897
H 12.44457 11.70196 10.28392
H 12.12428 13.11658 11.31225
H 11.92414 11.48037 13.04128
H 14.40764 12.26328 13.36990
C 11.47030 7.11008 7.90629
O 12.50058 8.02440 7.57406
C 13.24033 8.47744 8.69729
C 14.23054 9.52788 8.29579
O 13.58973 10.70358 7.98189
C 14.48246 11.62796 7.35740
H 10.71308 7.13264 7.14062
H 11.06170 7.50817 8.85754
H 11.88256 6.07157 8.00170
H 13.90590 7.65040 9.10483
H 12.58751 8.86938 9.48371
H 14.86095 9.16241 7.47104
H 14.90532 9.71703 9.15601
H 13.86086 12.45019 6.97415
H 15.05951 11.23130 6.55454
H 15.04072 12.14235 8.14035
C 8.91751 11.79216 11.08725
O 7.75570 10.98542 10.88597
C 7.91877 9.78832 10.16251
C 6.54817 9.27543 9.85726
O 5.77780 10.02869 8.93440
C 6.21116 10.18391 7.58316
H 9.34709 12.11386 10.11936
H 9.74370 11.24255 11.62568
H 8.64699 12.72646 11.61364
H 8.38247 9.02796 10.81164
H 8.61130 9.99265 9.35868
H 5.92438 9.27810 10.73725
H 6.65548 8.26821 9.47591
H 6.99094 10.95302 7.42498
H 5.33508 10.46469 6.97654
H 6.68301 9.24564 7.21149

Partial atomic charges computed with the Mulliken method, in multiples of e: 0.0293, -0.3369, -0.5689, -0.4983, -0.0124, 0.3616, 0.2270, 0.2804, 0.3258, 0.2668, -0.7673, -0.1406, -0.2585, -0.5930, 0.3652, 0.3725, 0.2749, 0.2298, 0.0952, 0.3328, -0.5329, 0.0622, -0.6477, -0.5867, 0.3872, 0.2580, 0.4064, -0.0740, 0.1479, 0.2925, -0.7941, -0.1272, -0.5702, 0.1600, 0.3870, 0.4582, 0.0785, 0.4358, 0.1927, 0.0632, -0.7197, 0.6565, -0.6179, -0.5777, 0.3702, 0.4469, -0.7377, 0.3858, 0.4981, 0.2191, -0.2560, -0.5699, 0.4220, -0.4311, 0.1024, 0.2458, 0.2279, 0.1787, -0.1508, 0.2524, -0.3818, -0.3956, 0.3088, -0.6550, -0.2851, -0.7882, 0.2557, 0.0561, 0.2399, 0.2816, -0.2404, 0.4872, 0.2807, 0.2588, 0.3523, 0.2801, -0.7401, -0.4369, 0.3167, -0.8896, -0.3625, -0.6363, 0.3786, 0.3085, 0.3285, -0.1715, 0.3873, 0.3182, 0.4495, 0.2214, 0.2482, 0.2978